Record 1
{
  "formula": "C30H21BrN7S2SbSe4Ti",
  "method": "the ωB97M-V functional and the def2-TZVPD basis",
  "max_force_ha_per_bohr": 0.0200,
  "relative_energy_ev": 0.658,
  "spin_multiplicity": 3,
  "gap_ev": [4.74, 5.63],
  "e_homo_ev": [-1.23, -2.12],
  "lumo_ev": [3.5, 3.5],
  "total_charge": -2,
  "species": ["Ti", "S", "C", "C", "C", "C", "C", "C", "N", "C", "C", "C", "C", "C", "C", "C", "C", "N", "C", "C", "C", "C", "C", "S", "C", "H", "H", "H", "H", "H", "H", "H", "H", "H", "H", "H", "H", "C", "C", "C", "N", "H", "H", "H", "H", "H", "N", "C", "N", "C", "N", "Br", "C", "C", "C", "C", "N", "C", "H", "H", "H", "H", "Se", "Sb", "Se", "Se", "Se"],
  "xyz": [[1.10, -0.53, -0.45], [-0.32, 5.96, 2.44], [0.28, 7.22, 1.46], [0.91, 6.74, 0.36], [0.91, 5.32, 0.30], [0.28, 4.75, 1.37], [0.07, 3.32, 1.64], [0.61, 2.38, 0.73], [0.44, 1.08, 0.85], [-0.30, 0.58, 1.89], [-0.83, 1.45, 2.87], [-1.56, 0.89, 3.96], [-1.76, -0.44, 4.05], [-1.26, -1.35, 3.05], [-1.47, -2.72, 3.14], [-0.92, -3.56, 2.13], [-0.21, -2.97, 1.10], [-0.02, -1.64, 0.98], [-0.52, -0.82, 1.97], [-1.10, -5.01, 2.18], [-1.71, -5.75, 3.17], [-1.71, -7.14, 2.91], [-1.11, -7.46, 1.73], [-0.53, -6.06, 0.93], [-0.63, 2.82, 2.72], [0.14, 8.26, 1.74], [1.36, 7.36, -0.41], [1.35, 4.77, -0.52], [1.20, 2.68, -0.13], [-1.95, 1.57, 4.72], [-2.32, -0.86, 4.88], [-2.04, -3.13, 3.96], [0.24, -3.56, 0.31], [-2.13, -5.30, 4.06], [-2.14, -7.88, 3.58], [-0.98, -8.43, 1.29], [-1.04, 3.49, 3.47], [-2.88, 2.75, -2.89], [-1.55, 2.06, -3.16], [-1.29, 0.97, -2.23], [-1.01, 0.11, -1.52], [-2.96, 3.62, -3.55], [-2.94, 3.11, -1.86], [-3.73, 2.10, -3.09], [-0.70, 2.75, -3.06], [-1.45, 1.65, -4.17], [2.96, -1.03, 0.52], [3.32, -0.18, 1.26], [3.76, 0.77, 1.99], [3.30, 0.92, 3.22], [2.97, 1.13, 4.31], [-1.80, -2.93, -4.74], [-0.10, -2.63, -3.97], [1.02, -2.44, -4.77], [2.24, -2.25, -4.15], [2.28, -2.19, -2.77], [1.18, -2.29, -2.00], [0.01, -2.54, -2.60], [0.93, -2.40, -5.84], [3.14, -2.07, -4.72], [3.21, -2.04, -2.24], [-0.86, -2.63, -1.96], [4.36, 1.49, -5.10], [2.14, 2.04, -4.34], [2.16, 0.95, -1.92], [1.60, 4.30, -3.58], [0.32, 0.90, -5.52]]
}

Record 2
{
  "formula": "C41H63Cl8CuN7O11",
  "method": "the ωB97M-V functional and the def2-TZVPD basis",
  "max_force_ha_per_bohr": 0.0696,
  "spin_multiplicity": 2,
  "gap_ev": [6.33, 4.46],
  "e_homo_ev": [-7.33, -7.33],
  "lumo_ev": [-1.0, -2.9],
  "species": ["C", "C", "N", "C", "C", "N", "C", "C", "H", "H", "H", "H", "H", "H", "H", "H", "H", "H", "H", "C", "C", "N", "C", "C", "N", "C", "C", "H", "H", "H", "H", "H", "H", "H", "H", "H", "H", "H", "Cu", "C", "C", "C", "O", "C", "C", "C", "O", "O", "O", "H", "H", "C", "C", "C", "O", "C", "C", "C", "O", "O", "O", "H", "H", "Cl", "C", "C", "Cl", "H", "H", "H", "H", "Cl", "C", "C", "Cl", "H", "H", "H", "H", "Cl", "C", "C", "Cl", "H", "H", "H", "H", "Cl", "C", "C", "Cl", "H", "H", "H", "H", "C", "O", "N", "C", "C", "H", "H", "H", "H", "H", "H", "H", "C", "O", "N", "C", "C", "H", "H", "H", "H", "H", "H", "H", "C", "O", "N", "C", "C", "H", "H", "H", "H", "H", "H", "H"],
  "xyz": [[1.92, 2.33, -5.87], [1.11, 1.32, -5.07], [1.62, 1.21, -3.71], [2.26, 0.10, -3.19], [2.52, 0.36, -1.88], [2.17, 1.69, -1.66], [1.65, 2.16, -2.79], [2.47, 2.46, -0.46], [1.92, 3.33, -5.45], [1.61, 2.37, -6.92], [2.93, 1.91, -5.87], [1.08, 0.35, -5.57], [0.06, 1.60, -4.98], [2.28, -0.78, -3.80], [3.00, -0.20, -1.10], [1.26, 3.17, -2.83], [2.27, 3.53, -0.55], [3.52, 2.38, -0.19], [1.87, 2.11, 0.38], [-5.14, 3.01, 3.97], [-3.65, 3.19, 3.89], [-3.20, 4.48, 3.43], [-3.13, 4.89, 2.10], [-2.63, 6.14, 2.06], [-2.47, 6.56, 3.35], [-2.85, 5.55, 4.15], [-1.91, 7.83, 3.80], [-5.61, 2.85, 2.99], [-5.62, 3.92, 4.35], [-5.42, 2.21, 4.64], [-3.03, 2.41, 3.44], [-3.31, 3.05, 4.92], [-3.15, 4.20, 1.27], [-2.30, 6.80, 1.27], [-2.83, 5.52, 5.23], [-1.16, 7.62, 4.55], [-2.71, 8.40, 4.28], [-1.45, 8.33, 2.95], [0.72, 2.34, 4.07], [1.31, 6.99, 1.11], [0.42, 6.67, 0.06], [-0.18, 5.29, -0.04], [-0.79, 4.94, -1.09], [0.11, 4.30, 0.88], [0.98, 4.55, 1.94], [1.52, 6.02, 2.15], [2.19, 6.33, 3.12], [1.43, 3.66, 2.67], [0.13, 7.58, -0.73], [1.64, 7.99, 1.30], [-0.18, 3.27, 0.71], [-0.91, -0.78, 1.60], [-0.21, 0.09, 2.39], [1.31, 0.13, 2.25], [2.05, 0.93, 2.92], [1.90, -0.66, 1.30], [1.19, -1.62, 0.48], [-0.38, -1.62, 0.56], [-1.10, -2.34, -0.12], [1.74, -2.45, -0.24], [-0.85, 0.94, 3.10], [-1.99, -0.71, 1.65], [2.94, -0.46, 1.06], [-3.17, -1.44, 6.19], [-2.44, -1.39, 4.56], [-1.28, -2.34, 4.44], [-0.08, -1.88, 5.70], [-2.27, -0.36, 4.24], [-3.26, -1.74, 3.92], [-0.80, -2.39, 3.46], [-1.60, -3.37, 4.51], [-3.81, -5.91, -0.48], [-3.27, -4.28, -0.17], [-3.78, -3.66, 1.14], [-3.31, -4.69, 2.51], [-3.57, -3.58, -0.95], [-2.19, -4.26, -0.14], [-4.85, -3.45, 1.13], [-3.28, -2.69, 1.25], [0.62, -4.92, 3.29], [0.55, -4.52, 1.55], [0.08, -5.73, 0.74], [1.38, -6.96, 0.68], [1.54, -4.24, 1.21], [-0.18, -3.73, 1.40], [-0.13, -5.42, -0.28], [-0.81, -6.20, 1.15], [5.61, -0.18, 0.32], [5.86, -1.05, 1.84], [7.33, -1.32, 2.11], [8.19, 0.12, 2.57], [5.39, -2.01, 1.63], [5.36, -0.58, 2.68], [7.87, -1.69, 1.24], [7.47, -2.10, 2.85], [1.79, -4.73, -2.54], [1.20, -5.41, -3.35], [3.16, -4.69, -2.47], [3.93, -3.74, -1.67], [3.92, -5.59, -3.28], [1.42, -4.08, -1.73], [3.34, -2.96, -1.21], [4.63, -3.26, -2.36], [4.40, -4.33, -0.88], [4.67, -6.04, -2.61], [3.34, -6.48, -3.53], [4.42, -5.19, -4.17], [-2.48, 2.53, -2.68], [-3.18, 3.31, -3.31], [-2.77, 1.23, -2.52], [-3.96, 0.57, -3.00], [-1.82, 0.36, -1.81], [-1.49, 2.81, -2.26], [-4.81, 0.62, -2.32], [-3.73, -0.46, -3.27], [-4.21, 0.98, -3.98], [-2.19, 0.12, -0.82], [-1.58, -0.55, -2.36], [-0.81, 0.79, -1.77], [-0.26, -2.64, -3.33], [-0.11, -1.74, -4.15], [-0.93, -3.76, -3.67], [-1.04, -4.88, -2.75], [-1.33, -4.07, -5.04], [0.03, -2.62, -2.26], [-0.69, -4.45, -1.80], [-0.64, -5.83, -3.09], [-2.08, -5.11, -2.49], [-1.51, -3.14, -5.57], [-0.54, -4.67, -5.49], [-2.25, -4.66, -4.99]]
}

Record 3
{
  "formula": "C18H24MgN5O4S",
  "method": "the ωB97M-V functional and the def2-TZVPD basis",
  "max_force_ha_per_bohr": 0.0147,
  "relative_energy_ev": 0.514,
  "gap_ev": 8.76,
  "e_homo_ev": -11.61,
  "lumo_ev": -2.8,
  "total_charge": 1,
  "species": ["Mg", "C", "C", "N", "C", "C", "N", "C", "O", "O", "C", "O", "O", "H", "H", "H", "H", "H", "C", "N", "C", "C", "C", "C", "C", "C", "C", "C", "H", "H", "H", "H", "H", "H", "H", "H", "H", "H", "H", "H", "H", "S", "C", "N", "C", "C", "N", "H", "H", "H", "H", "H", "H"],
  "xyz": [[0.65, 0.92, 1.02], [-2.04, -2.24, 0.77], [-0.69, -2.14, 0.15], [0.16, -1.15, 0.30], [1.32, -1.51, -0.38], [1.14, -2.73, -0.95], [-0.13, -3.11, -0.61], [1.93, -3.65, -1.83], [3.16, -3.31, -2.11], [1.38, -4.65, -2.24], [2.53, -0.62, -0.33], [3.59, -1.03, -0.80], [2.34, 0.51, 0.25], [-2.19, -1.41, 1.46], [-2.14, -3.17, 1.33], [-2.83, -2.23, 0.02], [-0.53, -3.98, -0.92], [3.41, -2.44, -1.66], [-2.77, 2.05, -3.33], [-2.05, 1.15, -2.38], [-0.59, 1.09, -2.70], [-2.32, 1.49, -0.91], [-1.58, 2.72, -0.47], [-2.14, 3.97, -0.77], [-1.45, 5.13, -0.49], [-0.20, 5.04, 0.10], [0.32, 3.80, 0.44], [-0.34, 2.59, 0.18], [-2.58, 1.71, -4.34], [-2.39, 3.06, -3.19], [-3.83, 2.02, -3.12], [-2.42, 0.21, -2.52], [-0.18, 2.09, -2.60], [-0.47, 0.74, -3.72], [-0.10, 0.43, -2.00], [-1.97, 0.62, -0.35], [-3.40, 1.59, -0.82], [-3.14, 4.03, -1.21], [-1.88, 6.09, -0.73], [0.37, 5.95, 0.30], [1.29, 3.79, 0.93], [0.41, 0.68, 3.50], [1.24, -0.81, 3.39], [0.71, -2.01, 3.63], [1.70, -3.09, 3.57], [2.96, -2.36, 3.05], [2.52, -0.97, 3.05], [-0.16, -2.08, 4.14], [1.37, -3.87, 2.88], [1.85, -3.54, 4.54], [3.24, -2.68, 2.05], [3.81, -2.49, 3.72], [3.09, -0.20, 2.73]]
}

Record 4
{
  "formula": "C44H76N8O6S3",
  "method": "the ωB97M-V functional and the def2-TZVPD basis",
  "max_force_ha_per_bohr": 0.0951,
  "smiles": "O=S1(=O)CCCC1.O=S1(=O)CCCC1.O=S1(=O)CCCC1.c1cc[nH]c1.c1cc[nH]c1.CCCC#N.CCCC#N.CCCC#N.CCCC#N.CCCC#N.CCCC#N",
  "relative_energy_ev": 0.000,
  "gap_ev": 8.04,
  "e_homo_ev": -7.94,
  "lumo_ev": 0.1,
  "species": ["O", "S", "O", "C", "C", "C", "C", "H", "H", "H", "H", "H", "H", "H", "H", "O", "S", "O", "C", "C", "C", "C", "H", "H", "H", "H", "H", "H", "H", "H", "O", "S", "O", "C", "C", "C", "C", "H", "H", "H", "H", "H", "H", "H", "H", "C", "C", "C", "N", "C", "H", "H", "H", "H", "H", "C", "C", "C", "N", "C", "H", "H", "H", "H", "H", "C", "C", "C", "C", "N", "H", "H", "H", "H", "H", "H", "H", "C", "C", "C", "C", "N", "H", "H", "H", "H", "H", "H", "H", "C", "C", "C", "C", "N", "H", "H", "H", "H", "H", "H", "H", "C", "C", "C", "C", "N", "H", "H", "H", "H", "H", "H", "H", "C", "C", "C", "C", "N", "H", "H", "H", "H", "H", "H", "H", "C", "C", "C", "C", "N", "H", "H", "H", "H", "H", "H", "H"],
  "xyz": [[6.47, 0.31, -38.99], [5.65, -0.32, -40.02], [4.26, -0.72, -39.79], [5.75, 0.63, -41.55], [6.89, -0.04, -42.37], [6.67, -1.59, -42.16], [6.58, -1.74, -40.60], [5.91, 1.66, -41.21], [4.81, 0.47, -42.09], [6.87, 0.31, -43.40], [7.86, 0.24, -41.97], [7.39, -2.27, -42.60], [5.73, -1.95, -42.58], [7.53, -1.38, -40.21], [6.32, -2.69, -40.12], [7.17, -3.12, -33.00], [5.79, -3.11, -33.60], [4.75, -2.14, -33.14], [5.85, -3.11, -35.40], [5.44, -4.62, -35.78], [4.37, -5.12, -34.74], [5.03, -4.78, -33.40], [6.77, -2.68, -35.80], [5.02, -2.48, -35.71], [4.84, -4.60, -36.69], [6.29, -5.28, -35.96], [4.11, -6.18, -34.84], [3.41, -4.61, -34.74], [5.83, -5.48, -33.13], [4.30, -4.64, -32.60], [8.95, 5.34, -29.43], [9.36, 4.15, -30.17], [10.32, 4.30, -31.25], [9.90, 2.84, -29.07], [8.90, 1.66, -29.09], [8.24, 1.71, -30.49], [7.90, 3.22, -30.75], [10.02, 3.29, -28.08], [10.93, 2.65, -29.39], [9.39, 0.70, -28.97], [8.16, 1.80, -28.30], [7.41, 1.01, -30.58], [9.10, 1.30, -31.03], [7.09, 3.50, -30.07], [7.50, 3.45, -31.74], [15.68, 5.17, -31.00], [16.32, 5.91, -29.98], [17.66, 5.85, -30.31], [17.91, 4.88, -31.29], [16.68, 4.39, -31.68], [14.62, 5.14, -31.22], [15.88, 6.50, -29.19], [18.54, 6.29, -29.86], [18.82, 4.57, -31.61], [16.61, 3.71, -32.51], [11.94, -6.75, -30.48], [12.88, -5.78, -30.93], [12.16, -4.59, -31.05], [10.85, -4.85, -30.81], [10.72, -6.15, -30.44], [12.26, -7.75, -30.24], [13.91, -6.07, -31.03], [12.51, -3.60, -31.31], [10.08, -4.20, -30.86], [9.77, -6.55, -30.12], [13.47, 0.68, -24.95], [14.26, 1.90, -25.51], [14.94, 1.63, -26.87], [15.84, 0.51, -26.95], [16.53, -0.45, -27.04], [13.15, 1.06, -23.98], [14.12, -0.17, -24.76], [12.59, 0.49, -25.58], [15.01, 2.19, -24.79], [13.64, 2.76, -25.76], [15.38, 2.52, -27.30], [14.13, 1.33, -27.53], [18.51, -1.16, -32.69], [18.15, -2.50, -33.21], [16.81, -2.53, -33.70], [16.57, -1.63, -34.92], [16.44, -0.94, -35.81], [17.96, -0.74, -31.84], [18.42, -0.46, -33.52], [19.54, -1.21, -32.35], [18.13, -3.21, -32.39], [18.86, -2.81, -33.98], [16.06, -2.27, -32.95], [16.53, -3.53, -34.03], [14.73, -3.67, -40.26], [13.58, -2.86, -40.96], [13.48, -1.42, -40.42], [14.46, -0.54, -41.13], [15.20, 0.20, -41.62], [15.65, -3.17, -40.56], [14.79, -4.72, -40.54], [14.73, -3.59, -39.17], [12.57, -3.26, -40.90], [13.78, -2.71, -42.02], [13.53, -1.32, -39.34], [12.53, -1.00, -40.75], [8.02, 4.87, -36.59], [7.54, 5.15, -38.01], [8.71, 5.12, -38.94], [9.44, 3.87, -39.20], [9.92, 2.88, -39.46], [7.27, 5.11, -35.82], [8.91, 5.41, -36.28], [8.19, 3.80, -36.44], [6.97, 6.07, -38.11], [6.92, 4.32, -38.37], [9.55, 5.74, -38.63], [8.48, 5.56, -39.91], [15.14, 4.84, -38.05], [14.65, 4.97, -39.45], [14.72, 6.45, -39.97], [16.09, 7.01, -40.11], [17.15, 7.44, -40.18], [14.58, 5.50, -37.38], [16.20, 5.10, -37.95], [15.00, 3.85, -37.63], [13.67, 4.49, -39.45], [15.29, 4.31, -40.03], [14.15, 7.10, -39.31], [14.33, 6.58, -40.98], [10.74, 0.61, -34.87], [12.14, 0.96, -35.23], [12.81, 1.75, -34.12], [12.90, 1.07, -32.84], [13.00, 0.53, -31.81], [10.06, 1.42, -34.61], [10.70, -0.06, -34.01], [10.20, 0.25, -35.74], [12.16, 1.56, -36.14], [12.62, 0.04, -35.58], [12.34, 2.73, -33.98], [13.83, 2.06, -34.34]]
}

no.,E (eV)
1,-424638.7493
2,-221306.6333
3,-50974.9450
4,-103565.7619